Molecular formula: C18H34IrN6O2S3
Method: DFT, the ωB97M-V functional and the def2-TZVPD basis

Computed properties:
Orbital gap (alpha / beta), eV: 7.1484 / 7.1255
Energy relative to the best compared isomer or geometry (same formula, charge and spin), kcal/mol: 87.0
Strongest force on any atom, hartree/bohr: 0.042
Energy, Ha: -2483.2270

Geometry as ORCA input:
```
! RIJCOSX wB97M-V def2-TZVPD def2/J DEFGRID3
* xyz 3 1
Ir 0.176 -0.577 0.174
C -3.675 -2.607 1.428
C -2.260 -2.306 1.084
N -1.609 -1.269 1.496
N -2.146 -0.393 2.375
C -1.429 0.639 2.871
N -1.937 1.340 3.873
S 0.069 1.057 2.215
C -1.459 -3.261 0.310
C -1.862 -4.578 0.096
C -0.980 -5.465 -0.502
C 0.269 -5.015 -0.891
C 0.588 -3.678 -0.674
N -0.249 -2.835 -0.097
H -4.256 -1.701 1.601
H -3.721 -3.229 2.324
H -4.156 -3.157 0.622
H -3.047 -0.617 2.797
H -2.799 1.087 4.336
H -1.424 2.122 4.257
H -2.838 -4.918 0.405
H -1.270 -6.495 -0.657
H 0.988 -5.674 -1.349
H 1.549 -3.284 -0.970
C 3.383 1.782 0.042
N 3.632 1.239 1.344
C 4.391 1.977 2.346
C 4.535 0.967 3.498
N 3.687 -0.133 3.053
C 3.286 0.047 1.800
S 2.528 -1.186 0.867
H 3.166 2.845 0.136
H 2.532 1.272 -0.412
H 4.257 1.660 -0.604
H 3.836 2.872 2.639
H 5.355 2.295 1.944
H 4.189 1.363 4.456
H 5.567 0.626 3.618
H 3.630 -1.012 3.546
C -4.317 1.610 -0.245
C -3.393 2.355 -1.185
S -1.665 2.353 -0.548
O -1.182 0.949 -0.898
C -0.825 3.404 -1.798
C -1.121 3.001 -3.229
H -5.300 1.523 -0.704
H -4.444 2.147 0.690
H -3.938 0.610 -0.050
H -3.676 3.402 -1.265
H -3.371 1.895 -2.170
H 0.234 3.297 -1.559
H -1.124 4.426 -1.575
H -1.135 1.916 -3.327
H -0.351 3.388 -3.891
H -2.072 3.398 -3.573
C 2.251 0.235 -4.063
C 2.029 -0.678 -2.870
O 1.022 -0.133 -2.003
H 3.055 -0.160 -4.675
H 2.517 1.240 -3.744
H 1.361 0.286 -4.687
H 2.932 -0.761 -2.261
H 1.731 -1.678 -3.210
H 0.288 0.177 -2.558
*
```

=====

Molecular formula: C17H21N
Method: DFT, the ωB97M-V functional and the def2-TZVPD basis

Computed properties:
Orbital gap, eV: 8.8755
Strongest force on any atom, hartree/bohr: 0.009
Energy, Ha: -715.1524

Geometry as ORCA input:
```
! RIJCOSX wB97M-V def2-TZVPD def2/J DEFGRID3
* xyz 0 1
C 0.076 -2.732 -0.103
C 1.010 -1.575 0.062
C 2.292 -1.634 -0.417
C 3.201 -0.568 -0.261
C 4.523 -0.624 -0.749
C 5.375 0.430 -0.573
C 4.946 1.587 0.096
C 3.670 1.670 0.579
C 2.767 0.600 0.414
C 1.443 0.646 0.894
C 0.576 -0.402 0.732
C -0.831 -0.306 1.255
N -1.814 -0.372 0.184
C -1.715 0.721 -0.777
C -2.720 1.840 -0.504
C -4.148 1.305 -0.669
C -4.198 -0.193 -0.343
C -3.159 -0.535 0.716
H -3.330 0.101 1.604
H -3.268 -1.579 1.033
H -5.191 -0.469 0.015
H -3.990 -0.783 -1.236
H -4.822 1.854 -0.008
H -4.491 1.464 -1.693
H -2.569 2.206 0.514
H -2.541 2.674 -1.183
H -0.694 1.108 -0.761
H -1.895 0.313 -1.779
H -1.027 -1.154 1.921
H -0.937 0.617 1.854
H 1.116 1.542 1.406
H 3.333 2.559 1.095
H 5.633 2.410 0.225
H 6.387 0.382 -0.948
H 4.850 -1.516 -1.263
H 2.631 -2.523 -0.931
H -0.122 -3.195 0.864
H 0.505 -3.482 -0.762
H -0.873 -2.387 -0.507
*
```

=====

Molecular formula: C4H7N3O
Method: DFT, the ωB97M-V functional and the def2-TZVPD basis

Computed properties:
Orbital gap, eV: 9.9086
Energy relative to the best compared isomer or geometry (same formula, charge and spin), kcal/mol: 127.5
Strongest force on any atom, hartree/bohr: 0.066
Energy, Ha: -395.9452

Geometry as ORCA input:
```
! RIJCOSX wB97M-V def2-TZVPD def2/J DEFGRID3
* xyz 0 1
C -0.157 -0.767 -0.100
C -1.503 -0.727 -0.734
C -0.616 0.488 -0.734
C 1.268 -0.431 -0.300
H 0.532 -1.393 1.808
H -0.219 0.044 2.017
H -1.746 -0.948 -1.751
H -2.403 -0.918 -0.161
H -0.223 0.602 -1.701
H -0.075 2.325 -0.151
H 1.849 1.304 0.825
N -0.253 -0.855 1.447
N -0.034 1.396 0.154
N 1.343 0.944 0.061
O 2.239 -1.065 -0.679
*
```

=====

Molecular formula: C8H12N5O
Method: DFT, the ωB97M-V functional and the def2-TZVPD basis

Computed properties:
Orbital gap (alpha / beta), eV: 6.0029 / 6.7306
Energy relative to the best compared isomer or geometry (same formula, charge and spin), kcal/mol: 112.6
Strongest force on any atom, hartree/bohr: 0.086
Energy, Ha: -660.6218

Geometry as ORCA input:
```
! RIJCOSX wB97M-V def2-TZVPD def2/J DEFGRID3
* xyz 1 1
C -0.624 1.866 -0.528
C 1.479 0.798 -0.312
C 1.231 -0.551 -0.317
C 3.403 -1.107 0.254
C 2.858 1.248 0.163
C 1.789 -2.876 0.184
C -3.136 -0.442 0.690
C -3.628 1.629 -0.569
N 0.642 1.710 -0.628
N -1.356 0.863 0.068
N 3.712 0.188 0.195
N 2.113 -1.445 0.129
N -2.636 0.716 -0.013
O 3.145 2.395 0.446
H -1.240 2.717 -0.941
H 4.144 -1.853 0.252
H 2.065 -3.357 1.116
H 2.308 -3.325 -0.660
H 0.683 -2.858 0.008
H -3.484 -0.246 1.711
H -4.064 -0.589 -0.036
H -2.422 -1.234 0.706
H -3.250 2.598 -0.826
H -3.922 1.213 -1.558
H -4.424 1.515 0.041
H 4.614 0.426 0.425
*
```

=====

Molecular formula: C3H10NO
Method: DFT, the ωB97M-V functional and the def2-TZVPD basis

Computed properties:
Orbital gap (alpha / beta), eV: 12.7105 / 8.0405
Energy relative to the best compared isomer or geometry (same formula, charge and spin), kcal/mol: 80.7
Strongest force on any atom, hartree/bohr: 0.047
Energy, Ha: -249.4724

Geometry as ORCA input:
```
! RIJCOSX wB97M-V def2-TZVPD def2/J DEFGRID3
* xyz 2 2
C -2.198 -0.180 -1.340
N -2.034 0.936 -0.741
H -3.035 -0.192 -2.036
H -1.446 -0.945 -1.193
H -1.197 1.299 -0.296
H -2.779 1.630 -0.677
C 1.142 -0.901 0.893
O 1.292 -0.735 2.258
C 1.433 0.357 0.024
H 0.099 -1.195 0.813
H 1.773 -1.731 0.501
H 2.167 -0.289 2.412
H 1.098 1.317 0.424
H 1.161 0.161 -1.011
H 2.524 0.468 -0.030
*
```